Record 1
Here is an isolated molecule of C16H13ClFN3O3 from OMol25. Energies are from ωB97M-V with the def2-TZVPD basis set.

Properties
SMILES: Cc1c(Cl)cccc1NC(=O)C(=O)NNC(=O)c1ccccc1F
Gap between HOMO and LUMO (eV): 8.77
HOMO (eV): -8.816
DFT total energy (eV): -42656.807

The geometry in ORCA input format:
```
! wB97M-V def2-TZVPD RIJCOSX def2/J DEFGRID3
* xyz 0 1
Cl 1.01 6.97 1.33
F 0.34 -3.28 -3.37
O -0.34 0.15 2.25
O -0.85 -4.01 0.57
O 0.24 0.30 -1.20
N 0.20 1.94 0.88
N -0.28 -1.47 0.12
N -0.29 -2.42 -0.89
C -0.02 -0.19 -0.10
C 0.39 5.30 3.33
C -0.20 -5.48 -3.95
C 0.26 3.06 1.71
C 0.57 4.29 1.12
C -0.59 -3.71 -0.57
C -1.08 -5.97 -1.38
C -0.08 0.65 1.18
C 0.83 4.40 -0.35
C -0.60 -4.69 -1.69
C -0.16 -4.48 -2.99
C 0.09 4.07 3.88
C -1.13 -6.97 -2.32
C -0.69 -6.73 -3.61
C 0.63 5.40 1.97
C 0.02 2.95 3.08
H 1.06 5.42 -0.62
H 0.15 -5.26 -4.95
H -0.04 4.08 -0.92
H -1.41 -6.14 -0.36
H -0.10 3.99 4.94
H 0.45 6.19 3.94
H -0.73 -7.51 -4.36
H 0.39 2.08 -0.11
H -0.21 1.99 3.50
H 1.68 3.77 -0.64
H -1.51 -7.94 -2.05
H -0.05 -2.05 -1.80
H -0.50 -1.83 1.05
*
```


Record 2
Here is a cluster of 2 separate species, C14H16O2 in total in a non-equilibrium geometry from OMol25. Energies are from ωB97M-V with the def2-TZVPD basis set.

Properties
SMILES: Cc1ccc(O)cc1.Cc1ccc(O)cc1
Gap between HOMO and LUMO (eV): 8.78
HOMO (eV): -8.180
DFT total energy (eV): -18871.622

The geometry in ORCA input format:
```
! wB97M-V def2-TZVPD RIJCOSX def2/J DEFGRID3
* xyz 0 1
O 3.00 -0.85 -3.08
O -3.00 -0.32 -2.93
C 2.05 0.79 -1.63
C -1.43 -0.12 0.34
C 3.30 -1.09 -0.75
C -2.63 0.10 2.51
C 3.14 -0.60 0.52
C 2.37 1.08 2.19
C -2.64 -0.65 -1.66
C -3.63 -1.00 0.53
C 2.83 -0.34 -1.83
C 1.94 1.29 -0.31
C -1.45 -0.20 -1.03
C 2.48 0.62 0.78
C -3.72 -1.06 -0.87
C -2.51 -0.43 1.11
H -2.35 0.27 -3.32
H 3.08 -0.19 -3.77
H -0.50 0.35 0.68
H 3.25 1.63 2.52
H 1.65 1.39 -2.43
H -4.44 -1.15 1.27
H 1.37 2.20 -0.15
H 3.49 -1.21 1.36
H -0.69 0.20 -1.69
H 1.54 1.77 2.36
H 2.35 0.25 2.91
H 3.63 -2.08 -1.00
H -3.08 -0.49 3.31
H -4.57 -1.53 -1.36
H -1.63 0.31 2.89
H -3.16 1.06 2.53
*
```


Record 3
Here is a cluster of 2 separate species, C2H9O2 in total in a non-equilibrium geometry from OMol25. Energies are from ωB97M-V with the def2-TZVPD basis set.

Properties
Gap between HOMO and LUMO (eV): 13.44
HOMO (eV): -17.079
DFT total energy (eV): -6307.353

The geometry in ORCA input format:
```
! wB97M-V def2-TZVPD RIJCOSX def2/J DEFGRID3
* xyz 1 1
O -0.14 0.10 0.41
O -2.55 -0.40 -0.10
C 2.15 0.71 -0.02
C 1.13 -0.39 -0.18
H -2.94 0.10 -0.83
H 1.78 1.64 -0.45
H -1.11 -0.26 0.21
H 3.04 0.41 -0.57
H 2.27 0.94 1.04
H -2.58 -1.34 -0.34
H 1.35 -1.25 0.43
H 0.94 -0.59 -1.23
H -0.05 1.02 0.70
*
```


Record 4
Here is a structure of composition C13H22IrN3O3 in a non-equilibrium geometry from OMol25. Energies are from ωB97M-V with the def2-TZVPD basis set.

Properties
Gap between HOMO and LUMO (eV): 8.01
HOMO (eV): -16.071
DFT total energy (eV): -27274.126

The geometry in ORCA input format:
```
! wB97M-V def2-TZVPD RIJCOSX def2/J DEFGRID3
* xyz 2 1
Ir 0.37 -0.97 -1.08
O 1.14 -2.72 -0.76
O 2.71 -4.26 -0.99
O 0.99 1.01 -0.75
N -1.10 0.27 -1.88
N -1.19 -2.35 -1.23
N 2.48 -0.75 -1.49
C -2.48 -2.06 -0.51
C -2.39 0.40 -1.10
C -0.26 2.56 3.63
C 0.45 1.64 1.52
C 3.28 -1.98 -1.48
C -0.60 1.28 4.05
C 0.99 1.86 0.20
C 2.39 -3.13 -1.06
C 0.27 2.75 2.37
C 1.60 3.17 -0.18
C -3.19 -0.89 -1.16
C 0.10 0.35 1.97
C -0.41 0.17 3.23
H -1.00 1.14 5.05
H 0.84 3.95 -0.18
H -2.23 -1.88 0.54
H -0.65 -0.82 3.58
H 2.04 3.10 -1.17
H 0.30 -0.46 1.28
H -0.77 -3.22 -0.89
H -2.11 0.64 -0.08
H -3.44 -1.13 -2.19
H -1.41 -2.52 -2.22
H -4.14 -0.73 -0.66
H -0.70 1.20 -1.96
H 0.53 3.74 2.05
H 2.44 -0.27 -2.38
H 4.07 -1.90 -0.74
H 2.80 -0.09 -0.79
H -1.30 -0.02 -2.84
H -0.41 3.40 4.29
H 2.35 3.46 0.55
H -2.95 1.24 -1.51
H -3.09 -2.97 -0.56
H 3.68 -2.20 -2.47
*
```